<w>
# C33H33F9O8P2Sb2Ti

A structure of composition C33H33F9O8P2Sb2Ti (ωB97M-V/def2-TZVPD, the OMol25 dataset).

```
! wB97M-V def2-TZVPD RIJCOSX def2/J DEFGRID3
* xyz 0 1
Sb -1.146 1.416 0.111
Sb -0.406 -2.079 -0.532
Ti 1.966 -0.513 -0.581
P 0.691 1.195 3.731
P 3.060 -0.104 2.096
F 1.625 -2.411 -3.876
F 3.135 2.085 -3.740
F 1.079 1.619 -4.180
F 4.560 0.166 -2.527
F 2.581 -1.604 -5.642
F 4.719 -0.234 -4.643
F 2.613 1.175 -5.635
F 4.213 -1.831 -3.273
F 0.644 -0.866 -5.014
O 2.351 -1.557 2.510
O 2.040 0.493 1.004
O -0.200 0.057 3.477
O 1.915 -0.230 -2.456
O 3.254 -1.445 -0.355
O 0.360 2.455 2.813
O 2.722 0.012 4.786
O 0.583 1.865 5.187
C -3.488 3.390 0.535
C 2.514 -0.214 -3.674
C -2.739 2.382 1.137
C -1.602 -2.571 1.137
C -1.888 -1.343 -1.917
C 1.518 -5.674 -2.099
C 1.766 4.221 -1.585
C -4.809 3.616 2.531
C -1.607 -0.003 -2.620
C 1.589 5.400 -0.877
C -0.051 -4.019 -1.324
C -3.167 -3.331 3.301
C -2.942 -2.904 0.948
C -1.048 -2.616 2.410
C 0.604 5.476 0.098
C 0.961 3.123 -1.309
C 3.308 2.081 3.722
C 1.837 -1.295 -4.576
C -4.519 4.006 1.230
C -0.026 3.185 -0.330
C 2.334 1.188 -4.330
C -1.094 -4.911 -1.557
C -2.067 1.243 -1.848
C -0.833 -6.174 -2.065
C -1.836 -2.995 3.489
C -3.036 1.991 2.440
C -0.197 4.375 0.372
C 1.257 -4.407 -1.593
C -3.723 -3.284 2.029
C 4.035 -0.535 -3.533
C 0.475 -6.556 -2.337
C 2.469 0.817 3.619
C -4.069 2.610 3.134
H -0.549 0.082 -2.876
H -2.137 -0.027 -3.577
H -0.967 4.450 1.131
H 3.192 2.686 2.820
H -5.096 4.791 0.756
H -3.392 -2.866 -0.037
H 0.454 6.398 0.646
H 2.083 -3.726 -1.413
H -5.613 4.097 3.073
H 0.678 -7.542 -2.733
H -2.119 -4.631 -1.336
H 2.539 -5.968 -2.309
H -3.778 -3.622 4.146
H -1.406 -3.010 4.482
H 0.560 3.313 3.203
H 0.948 1.276 5.862
H 4.358 1.805 3.818
H -4.294 2.304 4.148
H -4.764 -3.539 1.878
H -3.151 1.223 -1.705
H -1.649 -6.863 -2.245
H -0.022 -2.317 2.575
H 2.213 6.259 -1.088
H -2.457 1.206 2.916
H 3.024 2.677 4.590
H -3.263 3.706 -0.478
H -2.832 -1.294 -1.371
H -1.976 -2.147 -2.650
H 1.106 2.214 -1.885
H 2.499 -0.900 4.549
H 2.829 -2.266 2.061
H -1.826 2.144 -2.415
H 2.526 4.151 -2.352
*
```

Computed properties:
HOMO level = -8.179 eV
LUMO energy = 0.1 eV
gap between HOMO and LUMO = 8.270 eV

Atomic partial charges in e from the Löwdin method, atoms 1 to 4: 1.5198, 1.5110, 0.6944, 0.4545

---

<x>
# C33H33F9O8P2Sb2Ti

A structure of composition C33H33F9O8P2Sb2Ti (ωB97M-V/def2-TZVPD, the OMol25 dataset).

```
! wB97M-V def2-TZVPD RIJCOSX def2/J DEFGRID3
* xyz 0 1
Sb 0.805 2.530 0.012
Sb 2.267 -0.755 -0.315
Ti -0.984 0.801 -1.364
P -2.608 -1.245 0.238
P -0.426 -2.750 1.997
F -2.629 2.592 -4.095
F -2.258 1.600 -5.981
F -0.437 3.651 -5.597
F 1.387 3.056 -4.591
F -0.355 -0.529 -5.435
F 0.354 1.176 -6.568
F -2.553 0.437 -4.182
F -0.288 3.774 -3.439
F 1.511 0.413 -4.911
O -2.408 1.513 -1.234
O -0.008 -1.509 2.649
O -0.258 1.175 -3.077
O -2.604 -0.165 1.509
O -2.971 -2.736 2.444
O -0.460 -4.058 2.929
O 0.594 -3.219 0.873
O -1.252 -0.886 -0.542
C 2.497 -3.664 -1.443
C 0.550 6.890 0.425
C 3.463 -1.750 2.311
C 2.045 -2.373 -1.699
C 2.049 1.810 4.676
C 1.357 2.240 2.021
C 1.153 -3.140 -3.814
C 2.277 -4.685 -2.361
C 3.071 1.705 -2.041
C 4.908 -2.168 0.434
C -0.707 7.184 -0.087
C 2.854 2.605 3.872
C -1.521 6.167 -0.560
C 2.738 2.694 -0.920
C 3.647 0.382 -1.548
C 0.180 4.550 -0.014
C 1.605 -4.425 -3.547
C 1.372 -2.125 -2.893
C 2.514 2.816 2.544
C 4.399 -2.331 3.158
C 0.271 0.652 -5.343
C -2.109 -2.724 1.298
C 0.049 3.047 -4.508
C 0.993 5.577 0.462
C 5.841 -2.750 1.280
C 3.709 -1.671 0.942
C -1.081 4.850 -0.523
C -2.390 -3.976 0.479
C -2.012 1.558 -4.667
C 0.905 1.227 4.155
C 5.586 -2.833 2.643
C 0.553 1.444 2.830
C -0.483 1.586 -4.352
H 1.014 -1.125 -3.112
H 1.973 5.358 0.871
H -1.722 4.057 -0.893
H 6.314 -3.287 3.303
H 3.753 3.054 4.275
H 1.184 7.685 0.797
H -3.227 0.541 1.291
H 4.200 -2.392 4.220
H 2.196 1.523 -2.666
H 2.768 3.721 -1.286
H 0.629 -2.926 -4.737
H -1.051 8.210 -0.116
H -3.445 -3.995 0.207
H 2.639 -5.684 -2.152
H 0.291 0.579 4.767
H 3.031 -3.880 -0.524
H 5.115 -2.112 -0.629
H -2.162 -4.877 1.050
H -1.798 -3.973 -0.438
H 4.555 0.554 -0.965
H 2.532 -1.367 2.717
H 1.436 -5.220 -4.261
H 0.593 -4.162 0.667
H 3.805 2.185 -2.697
H 3.478 2.609 -0.121
H -0.321 0.947 2.428
H -2.501 6.395 -0.959
H 3.914 -0.248 -2.399
H 2.323 1.636 5.709
H 6.768 -3.139 0.877
H -3.018 -1.824 2.769
H 3.161 3.429 1.928
H -1.216 -4.030 3.531
*
```

Computed properties:
HOMO level = -8.204 eV
LUMO energy = 0.0 eV
gap between HOMO and LUMO = 8.235 eV

Atomic partial charges in e from the Löwdin method, atoms 1 to 4: 1.5114, 1.5214, 0.6914, 0.8611

---

The structure with the least stability is <w>.

---

<w>
# H5O2S

A cluster of 3 separate species, H5O2S in total (ωB97M-V/def2-TZVPD, the OMol25 dataset).

```
! wB97M-V def2-TZVPD RIJCOSX def2/J DEFGRID3
* xyz -1 1
S -0.333 -0.479 0.307
O 2.816 -0.430 1.160
O -2.474 1.300 -1.907
H -0.349 -1.643 0.970
H 2.325 -0.690 1.947
H -2.320 0.444 -1.467
H 2.053 -0.293 0.558
H -1.718 1.792 -1.567
*
```

Computed properties:
HOMO level = -3.290 eV
LUMO energy = 4.3 eV
gap between HOMO and LUMO = 7.556 eV

Atomic partial charges in e from the Löwdin method, atoms 1 to 4: -0.1228, -0.1691, -0.1319, -0.4336

---

<x>
# H5O2S

A cluster of 3 separate species, H5O2S in total (ωB97M-V/def2-TZVPD, the OMol25 dataset).

```
! wB97M-V def2-TZVPD RIJCOSX def2/J DEFGRID3
* xyz -1 1
S 0.102 0.552 -1.725
O -2.214 -0.235 0.416
O 1.946 -0.475 0.946
H -2.519 0.619 0.709
H 2.775 0.004 0.691
H -1.553 0.188 -0.061
H 0.113 -0.709 -1.210
H 1.349 0.057 0.235
*
```

Computed properties:
HOMO level = -3.343 eV
LUMO energy = 4.3 eV
gap between HOMO and LUMO = 7.656 eV

Atomic partial charges in e from the Löwdin method, atoms 1 to 4: -0.1335, -0.0999, -0.2200, 0.0122

---

The structure with the least stability is <x>.

---

<w>
# C3H15NSi3

A cluster of 2 separate species, C3H15NSi3 in total (ωB97M-V/def2-TZVPD, the OMol25 dataset).

```
! wB97M-V def2-TZVPD RIJCOSX def2/J DEFGRID3
* xyz 0 1
Si 0.784 2.586 0.603
Si 0.822 0.377 -0.342
Si 3.407 -1.416 0.277
N 0.634 0.622 -2.068
C -1.850 -0.092 0.074
C -0.553 -0.848 0.145
C -3.025 -1.047 0.375
H -0.412 -1.672 -0.606
H -2.084 0.143 -0.901
H -3.135 -1.811 -0.264
H -0.536 -1.332 1.159
H 2.100 3.178 0.605
H -3.004 -1.428 1.415
H 4.677 -1.980 -0.156
H -2.022 0.712 0.729
H 0.580 -0.115 -2.698
H 0.204 2.742 1.917
H 0.048 3.436 -0.160
H 2.512 -2.554 0.768
H 1.130 1.461 -2.439
H 3.783 -0.316 1.130
H -4.059 -0.645 0.437
*
```

Computed properties:
HOMO level = -7.107 eV
LUMO energy = -0.3 eV
gap between HOMO and LUMO = 6.822 eV

Atomic partial charges in e from the Löwdin method, atoms 1 to 4: 0.5122, 0.4282, 0.4877, -0.1501

---

<x>
# C3H15NSi3

An isolated molecule of C3H15NSi3 (ωB97M-V/def2-TZVPD, the OMol25 dataset).

```
! wB97M-V def2-TZVPD RIJCOSX def2/J DEFGRID3
* xyz 0 1
Si 0.051 -0.609 -0.352
Si 1.182 1.347 1.965
Si -1.358 1.987 0.331
N -0.046 0.941 0.515
C -0.649 -0.270 -2.110
C -1.002 -2.051 0.325
C 1.788 -1.147 -0.569
H -0.923 3.389 -0.075
H -0.079 -0.972 -2.584
H -0.538 -3.005 0.596
H 2.320 -1.142 0.409
H 2.495 -0.721 -1.246
H 1.671 -2.218 -0.960
H 1.911 2.783 1.982
H -1.792 2.139 1.814
H -0.288 0.699 -2.434
H 2.469 0.601 1.959
H -1.483 -1.654 1.205
H -1.850 -2.239 -0.432
H -2.285 1.140 -0.423
H 0.331 1.120 3.025
H -1.693 -0.446 -2.349
*
```

Computed properties:
HOMO level = -9.218 eV
LUMO energy = 0.8 eV
SMILES = C[Si](C)(C)N([SiH3])[SiH3]
gap between HOMO and LUMO = 10.017 eV

Atomic partial charges in e from the Löwdin method, atoms 1 to 4: 0.3204, 0.5917, 0.4169, -0.5159

---

The structure with the least stability is <w>.